The following is a DFT calculation (the ωB97M-V functional and the def2-TZVPD basis) of a cluster of 2 separate species, C5H13NO in total at a distorted geometry.

Summary:
gap between HOMO and LUMO: 8.97 eV
E_tot: -328.25627 a.u.
SMILES: CC/C=C/NC.O

ORCA input file:
```
! RIJCOSX wB97M-V def2-TZVPD def2/J DEFGRID3
* xyz 0 1
C -1.954 -0.818 1.236
C -0.505 -1.007 1.720
C 0.486 -0.161 0.989
C 0.197 1.068 0.515
N 0.889 1.562 -0.633
C 2.272 1.060 -0.843
H -2.329 0.199 1.308
H -2.590 -1.472 1.842
H -2.089 -1.219 0.226
H -0.505 -0.826 2.807
H -0.247 -2.057 1.624
H 1.431 -0.614 0.740
H -0.586 1.721 0.860
H 0.965 2.573 -0.606
H 2.810 1.815 -1.415
H 2.756 0.876 0.113
H 2.205 0.187 -1.495
H -0.489 -1.202 -3.047
H -0.968 -0.777 -1.692
O -1.175 -1.395 -2.406
*
```

Atomic partial charges in e from the natural (NBO) method, atoms 1 to 5: -0.601, -0.431, -0.299, -0.014, -0.601



The following is a DFT calculation (the ωB97M-V functional and the def2-TZVPD basis) of a cluster of 6 separate species, C16H30FNO11S in total at a distorted geometry.

Summary:
gap between HOMO and LUMO: 8.85 eV
E_tot: -2007.80051 a.u.

ORCA input file:
```
! RIJCOSX wB97M-V def2-TZVPD def2/J DEFGRID3
* xyz 0 1
N 0.966 0.980 3.446
H 0.558 1.102 4.327
H 1.840 0.921 3.467
H 0.438 1.625 2.624
H 0.698 0.153 3.241
F 0.432 0.248 0.752
C 5.314 0.383 -0.561
C 4.485 -0.501 -1.400
C 2.922 0.018 -1.343
O 2.799 0.699 -2.502
C 3.585 0.417 -3.418
O 3.676 0.775 -4.546
O 4.710 -0.269 -2.873
H 5.434 1.323 -0.965
H 6.254 0.137 -0.755
H 4.947 0.184 0.462
H 4.489 -1.510 -1.027
H 2.747 0.581 -0.507
H 2.255 -0.954 -1.224
C 1.033 3.290 -0.141
C -0.057 2.731 -1.123
C -1.330 2.313 -0.338
O -2.286 3.135 -1.134
C -1.792 3.827 -1.974
O -2.349 4.728 -2.596
O -0.521 3.652 -2.106
H 0.586 4.086 0.404
H 1.864 3.605 -0.675
H 1.272 2.478 0.563
H 0.405 1.857 -1.494
H -1.212 2.442 0.564
H -1.598 1.348 -0.573
C 0.520 -2.669 -3.085
C -0.628 -2.041 -2.270
C -1.315 -0.823 -2.858
O -2.689 -1.162 -2.741
C -2.918 -2.400 -2.356
O -4.049 -2.856 -2.228
O -1.733 -2.939 -2.036
H 0.031 -2.800 -3.915
H 0.942 -3.649 -2.849
H 1.506 -2.234 -3.161
H -0.243 -1.633 -1.224
H -1.034 -0.436 -3.931
H -1.102 0.101 -2.142
C -2.358 -1.300 2.002
C -2.899 -2.489 2.786
C -2.701 -2.267 4.333
S -2.662 -0.514 4.440
O -1.415 -0.125 4.999
O -3.873 -0.128 5.150
C -2.820 -0.124 2.732
H -2.595 -1.332 0.927
H -1.270 -1.482 2.089
H -2.309 -3.396 2.450
H -3.678 -2.676 2.111
H -1.663 -2.455 4.673
H -3.433 -2.804 4.967
H -2.377 0.720 2.211
H -3.800 0.128 2.343
*
```

Atomic partial charges in e from the natural (NBO) method, atoms 1 to 5: -0.797, 0.437, 0.399, 0.503, 0.430



The following is a DFT calculation (the ωB97M-V functional and the def2-TZVPD basis) of a structure of composition C35H24MnN5O3P.

Summary:
gap between HOMO and LUMO (alpha / beta): 7.06 / 7.13 eV
E_tot: -3340.17213 a.u.

ORCA input file:
```
! RIJCOSX wB97M-V def2-TZVPD def2/J DEFGRID3
* xyz 0 6
Mn -0.184 0.036 0.448
C 1.921 3.876 1.342
C 1.617 2.565 0.947
N 0.385 2.160 0.725
C -0.637 3.027 0.892
C -0.435 4.348 1.296
C 0.891 4.762 1.516
C -1.568 5.213 1.491
C -2.822 4.758 1.306
C -3.062 3.399 0.892
C -4.353 2.872 0.706
C -4.503 1.569 0.313
C -3.354 0.794 0.088
N -2.141 1.271 0.251
C -1.984 2.545 0.665
H 2.949 4.161 1.513
H 2.397 1.821 0.818
H 1.084 5.780 1.831
H -1.391 6.235 1.802
H -3.673 5.407 1.467
H -5.216 3.503 0.881
H -5.480 1.130 0.172
H -3.417 -0.242 -0.229
O -2.249 -3.193 -1.222
C -1.336 -2.387 -1.285
O -1.059 -1.526 -0.378
C -0.492 -2.369 -2.572
C -0.785 -3.398 -3.470
C -0.128 -3.526 -4.678
C 0.851 -2.606 -5.028
C 1.152 -1.580 -4.155
C 0.500 -1.443 -2.925
P 1.017 -0.007 -1.904
C 0.701 1.404 -3.028
C -0.508 2.072 -2.838
C -0.869 3.135 -3.653
C -0.017 3.550 -4.666
C 1.190 2.894 -4.863
C 1.546 1.826 -4.052
C 2.834 -0.170 -1.857
C 3.636 0.941 -1.596
C 5.001 0.799 -1.392
C 5.582 -0.460 -1.434
C 4.790 -1.573 -1.677
C 3.426 -1.431 -1.881
H -1.557 -4.096 -3.176
H -0.380 -4.338 -5.349
H 1.375 -2.686 -5.972
H 1.918 -0.866 -4.433
H -1.174 1.753 -2.043
H -1.813 3.639 -3.494
H -0.293 4.382 -5.301
H 1.857 3.211 -5.655
H 2.490 1.324 -4.222
H 3.193 1.930 -1.556
H 5.610 1.674 -1.202
H 6.647 -0.572 -1.277
H 5.236 -2.559 -1.711
H 2.816 -2.308 -2.064
N 3.143 -2.179 2.362
C 1.995 -1.472 2.261
O 1.676 -0.978 1.151
C 1.193 -1.297 3.436
C 1.553 -1.839 4.686
N 1.926 -2.280 5.686
C 0.032 -0.568 3.176
N -0.812 0.040 2.659
H 3.657 -2.357 1.518
H 3.388 -2.657 3.211
*
```

Atomic partial charges in e from the natural (NBO) method, atoms 1 to 5: 1.441, -0.249, 0.083, -0.517, 0.253



The following is a DFT calculation (the ωB97M-V functional and the def2-TZVPD basis) of a structure of composition C3H4CaLiO3 at a distorted geometry.

Summary:
gap between HOMO and LUMO (alpha / beta): 8.38 / 8.13 eV
E_tot: -1026.95212 a.u.

ORCA input file:
```
! RIJCOSX wB97M-V def2-TZVPD def2/J DEFGRID3
* xyz 2 2
O -0.655 -0.647 -1.112
C -0.891 0.609 -1.049
C -1.518 1.138 0.133
H 1.627 0.521 -0.299
H -1.210 1.061 -2.004
H -1.744 0.472 0.969
H -1.627 2.219 0.236
Li 0.068 -2.265 -0.371
O 1.965 -1.667 -0.658
C 1.812 -0.672 0.055
O 1.271 -0.880 1.210
Ca 0.901 0.109 2.889
*
```

Atomic partial charges in e from the natural (NBO) method, atoms 1 to 5: -0.604, 0.247, -0.245, 0.135, 0.226



The following is a DFT calculation (the ωB97M-V functional and the def2-TZVPD basis) of the molecule C10H10O3 at a distorted geometry.

Summary:
gap between HOMO and LUMO: 9.27 eV
E_tot: -612.65936 a.u.
SMILES: COc1cc(/C=C\C=O)ccc1O

ORCA input file:
```
! RIJCOSX wB97M-V def2-TZVPD def2/J DEFGRID3
* xyz 0 1
C -2.887 1.956 -0.363
C -1.322 0.302 0.356
C -0.066 0.310 0.976
C 0.910 -0.607 0.721
C 2.320 -0.494 1.197
C 3.327 0.151 0.602
C 3.284 0.762 -0.779
C 0.597 -1.677 -0.026
C -0.613 -1.763 -0.569
C -1.622 -0.792 -0.370
H -2.423 2.938 -0.606
H -2.811 1.191 -1.200
H -4.002 2.146 0.047
H 0.051 1.199 1.624
H 2.562 -0.914 2.122
H 4.237 -0.095 1.159
H 2.214 0.816 -1.136
H 1.218 -2.504 -0.089
H -0.758 -2.513 -1.192
H -3.228 -1.817 -1.061
O -2.343 1.280 0.768
O 4.238 1.098 -1.383
O -2.882 -0.973 -0.798
*
```

Atomic partial charges in e from the natural (NBO) method, atoms 1 to 5: -0.256, 0.198, -0.205, -0.114, -0.107



The following is a DFT calculation (the ωB97M-V functional and the def2-TZVPD basis) of a structure of composition C10H8IrN5O6S at a distorted geometry.

Summary:
gap between HOMO and LUMO (alpha / beta): 6.47 / 6.03 eV
E_tot: -1613.25218 a.u.

ORCA input file:
```
! RIJCOSX wB97M-V def2-TZVPD def2/J DEFGRID3
* xyz 1 2
Ir -1.493 -0.414 0.294
O 0.024 3.371 2.510
C -0.449 2.290 1.969
O -1.371 2.470 1.120
C 0.135 1.040 2.467
C 1.085 1.098 3.474
C 1.588 -0.092 3.992
C 1.125 -1.284 3.481
C 0.195 -1.266 2.443
N -0.289 -0.128 1.955
C -0.305 -2.566 1.796
O 0.076 -3.606 2.271
O -1.104 -2.387 0.792
H -0.434 4.155 2.155
H 1.415 2.056 3.845
H 2.332 -0.073 4.777
H 1.455 -2.250 3.839
S -3.256 2.147 -0.608
C -2.081 1.466 0.219
O -2.644 -0.899 -1.227
O -2.160 -1.819 -1.997
N 1.577 -0.948 -5.115
C 0.801 -0.453 -4.157
N -0.244 0.313 -4.478
N 1.116 -0.775 -2.905
C 0.482 -0.357 -1.890
N -0.009 0.024 -0.898
H 1.419 -0.761 -6.089
H 2.347 -1.536 -4.846
H -0.472 0.533 -5.432
H -0.859 0.651 -3.757
*
```

Atomic partial charges in e from the natural (NBO) method, atoms 1 to 5: 1.179, -0.585, 0.855, -0.476, 0.023



The following is a DFT calculation (the ωB97M-V functional and the def2-TZVPD basis) of a cluster of 2 separate species, C2H5O2S in total.

Summary:
gap between HOMO and LUMO: 8.29 eV
E_tot: -627.94071 a.u.

ORCA input file:
```
! RIJCOSX wB97M-V def2-TZVPD def2/J DEFGRID3
* xyz -1 1
S 2.156 -1.397 0.315
H 1.579 -2.258 -0.526
H 1.061 -0.533 0.184
O -1.626 -0.443 0.072
C -1.084 0.655 -0.140
O 0.152 0.914 -0.098
C -1.988 1.851 -0.467
H -1.856 2.620 0.300
H -1.640 2.303 -1.397
H -3.026 1.534 -0.508
*
```

Atomic partial charges in e from the natural (NBO) method, atoms 1 to 5: -0.474, 0.123, 0.263, -0.762, 0.768



The following is a DFT calculation (the ωB97M-V functional and the def2-TZVPD basis) of the molecule C4H6N2O2 at a distorted geometry.

Summary:
gap between HOMO and LUMO: 10.09 eV
E_tot: -415.84593 a.u.
SMILES: [H]/N=C/N1C[C@H]1C(=O)O

ORCA input file:
```
! RIJCOSX wB97M-V def2-TZVPD def2/J DEFGRID3
* xyz 0 1
C 1.504 -0.398 -0.155
C 0.946 1.062 -0.502
C 0.196 0.874 0.955
C -1.578 -0.080 -0.632
H -0.170 -1.318 0.210
H 1.676 1.757 -0.873
H 0.337 1.850 1.599
H 0.296 -0.078 1.437
H -1.931 0.032 -1.753
H -2.294 -1.669 -0.146
N -0.596 1.067 -0.286
N -1.852 -0.959 0.321
O 0.700 -1.564 -0.010
O 2.765 -0.575 -0.166
*
```

Atomic partial charges in e from the natural (NBO) method, atoms 1 to 5: 0.722, -0.151, -0.229, 0.305, 0.477



The following is a DFT calculation (the ωB97M-V functional and the def2-TZVPD basis) of a structure of composition C2H3Y at a distorted geometry.

Summary:
gap between HOMO and LUMO (alpha / beta): 6.99 / 7.77 eV
E_tot: -115.87968 a.u.

ORCA input file:
```
! RIJCOSX wB97M-V def2-TZVPD def2/J DEFGRID3
* xyz 1 2
C -0.921 0.661 0.005
H -1.751 1.378 0.040
C -0.731 -0.613 -0.066
H -1.312 -1.541 -0.123
H 3.240 -0.253 -0.052
Y 1.474 0.368 0.196
*
```

Atomic partial charges in e from the natural (NBO) method, atoms 1 to 5: -0.556, 0.275, -0.563, 0.281, -0.622



The following is a DFT calculation (the ωB97M-V functional and the def2-TZVPD basis) of a structure of composition CH2S3 at a distorted geometry.

Summary:
gap between HOMO and LUMO: 6.96 eV
E_tot: -1233.71744 a.u.

ORCA input file:
```
! RIJCOSX wB97M-V def2-TZVPD def2/J DEFGRID3
* xyz 0 1
C 1.523 -0.137 1.007
S 3.683 0.059 2.119
S 1.615 0.302 -0.601
S 0.206 -0.477 1.976
H 0.296 0.258 -0.924
H -0.785 -0.309 1.060
*
```

Atomic partial charges in e from the natural (NBO) method, atoms 1 to 5: -0.434, -0.349, 0.309, 0.303, 0.083



The following is a DFT calculation (the ωB97M-V functional and the def2-TZVPD basis) of a structure of composition C12H32O4Ti.

Summary:
gap between HOMO and LUMO (alpha / beta): 5.66 / 11.49 eV
E_tot: -1626.57416 a.u.

ORCA input file:
```
! RIJCOSX wB97M-V def2-TZVPD def2/J DEFGRID3
* xyz 1 4
Ti 0.017 -0.133 0.279
C 1.075 3.834 -1.845
C 0.286 2.566 -1.595
C -0.399 2.046 -2.849
O 1.146 1.536 -1.041
H 1.570 4.179 -0.936
H 0.402 4.634 -2.156
H 1.823 3.689 -2.628
H -0.466 2.737 -0.822
H 0.316 1.571 -3.522
H -0.896 2.857 -3.385
H -1.185 1.331 -2.592
H 2.032 1.651 -1.399
C -2.137 0.272 2.575
C -3.081 -0.383 1.604
C -4.339 0.426 1.388
O -2.346 -0.520 0.352
H -2.609 0.395 3.552
H -1.855 1.274 2.234
H -1.235 -0.325 2.742
H -3.332 -1.392 1.944
H -4.910 0.464 2.318
H -4.995 -0.003 0.630
H -4.087 1.449 1.104
H -2.946 -0.882 -0.308
C 0.954 -1.642 -3.266
C -0.071 -1.856 -2.176
C -0.886 -3.107 -2.413
O 0.598 -1.965 -0.880
H 1.530 -2.548 -3.458
H 1.634 -0.830 -2.998
H 0.472 -1.343 -4.199
H -0.740 -0.995 -2.113
H -1.573 -3.286 -1.582
H -0.246 -3.986 -2.510
H -1.494 -3.030 -3.316
H 1.298 -2.621 -0.955
C 1.913 -1.714 2.659
C 2.150 -0.263 2.986
C 3.620 0.000 3.268
O 1.736 0.517 1.818
H 2.199 -2.337 3.508
H 2.524 -2.007 1.804
H 0.870 -1.934 2.416
H 1.540 0.054 3.834
H 3.890 1.052 3.130
H 4.253 -0.580 2.594
H 3.895 -0.252 4.292
H 2.090 1.406 1.912
*
```

Atomic partial charges in e from the natural (NBO) method, atoms 1 to 5: 0.793, -0.641, 0.100, -0.630, -0.776



The following is a DFT calculation (the ωB97M-V functional and the def2-TZVPD basis) of a structure of composition C44H31BiIN4O2PS3.

Summary:
gap between HOMO and LUMO: 7.26 eV
E_tot: -4113.05477 a.u.

ORCA input file:
```
! RIJCOSX wB97M-V def2-TZVPD def2/J DEFGRID3
* xyz 0 1
Bi -0.096 -1.374 -0.363
O -1.506 -2.858 0.504
C -1.930 -3.053 1.720
C -2.801 -4.141 1.954
C -3.336 -4.383 3.193
C -3.016 -3.560 4.282
C -2.157 -2.513 4.089
C -1.593 -2.227 2.825
C -0.659 -1.156 2.775
N 0.030 -0.714 1.766
N 0.968 0.237 2.053
C 1.772 0.524 1.067
O 1.698 -0.005 -0.104
C 2.827 1.523 1.327
C 3.962 1.542 0.522
C 4.952 2.484 0.750
C 4.806 3.408 1.774
C 3.673 3.391 2.577
C 2.684 2.448 2.359
H -3.036 -4.778 1.112
H -4.009 -5.219 3.331
H -3.439 -3.753 5.257
H -1.895 -1.866 4.918
H -0.436 -0.654 3.715
H 4.061 0.803 -0.262
H 5.838 2.496 0.129
H 5.580 4.144 1.948
H 3.565 4.115 3.374
H 1.794 2.404 2.970
I -1.208 2.911 0.151
C -0.764 4.424 -1.270
C -1.095 5.664 -0.791
C -1.025 6.804 -1.602
C -0.674 6.666 -2.906
C -0.302 5.410 -3.434
C 0.058 5.345 -4.796
C 0.449 4.173 -5.365
C 0.549 3.032 -4.564
C 0.219 3.029 -3.227
P 0.636 1.455 -2.335
C -0.369 0.319 -3.391
C 0.102 -0.417 -4.477
C -0.719 -1.345 -5.107
C -2.023 -1.536 -4.676
C -2.523 -0.763 -3.637
C -1.699 0.148 -2.996
C 2.350 1.223 -2.927
C 2.884 -0.062 -3.002
C 4.239 -0.257 -3.206
C 5.090 0.834 -3.312
C 4.574 2.117 -3.221
C 3.215 2.312 -3.025
C -0.283 4.229 -2.610
H -1.438 5.769 0.229
H -1.283 7.768 -1.188
H -0.668 7.520 -3.572
H 0.014 6.258 -5.377
H 0.711 4.121 -6.413
H 0.920 2.117 -5.006
H 1.113 -0.278 -4.839
H -0.332 -1.922 -5.937
H -2.651 -2.274 -5.158
H -3.550 -0.878 -3.314
H -2.090 0.739 -2.174
H 2.231 -0.916 -2.888
H 4.638 -1.261 -3.267
H 6.152 0.681 -3.452
H 5.242 2.968 -3.277
H 2.829 3.319 -2.927
S 1.507 -4.519 -5.842
C 1.312 -4.389 -4.219
S 2.554 -3.744 -3.145
C 1.392 -3.753 -1.825
N 0.254 -4.231 -2.157
N 0.201 -4.638 -3.458
C -0.958 -5.397 -3.812
C -2.109 -5.207 -3.049
C -3.227 -5.985 -3.290
C -3.210 -6.946 -4.289
C -2.062 -7.133 -5.041
C -0.932 -6.364 -4.810
S 1.756 -3.120 -0.244
H -2.102 -4.470 -2.260
H -4.120 -5.842 -2.696
H -4.088 -7.547 -4.486
H -2.033 -7.887 -5.816
H -0.039 -6.533 -5.386
*
```

Atomic partial charges in e from the Mulliken method, atoms 1 to 5: 1.235, -0.359, 0.720, -0.788, -0.426